1.
Formula: C36H43CdF6N5O7S2
Source: OMol25
Level of theory: the ωB97M-V functional and the def2-TZVPD basis

Geometry (Å):
Cd1 -0.1952 0.8707 -0.0387
C1 0.5934 3.8637 2.0713
C2 0.7741 4.2233 0.6028
N1 0.7529 3.0671 -0.3059
C3 1.9959 2.8684 -1.0781
C4 3.0959 2.2447 -0.2489
N2 2.7229 0.9153 0.1897
C5 3.6450 0.3337 1.1563
C6 3.4615 0.9078 2.5684
C7 2.2820 0.3564 3.3672
N3 1.0587 0.3086 2.5960
C8 -0.1569 0.0926 3.3511
C9 -0.7971 1.4378 3.6431
N4 -1.1702 2.1353 2.4138
C10 -0.8678 3.5666 2.4454
H1 0.9710 4.6956 2.6758
H2 1.1935 2.9709 2.2873
H3 1.7236 4.7494 0.4714
H4 -0.0168 4.9158 0.3059
H5 0.0083 3.1845 -0.9908
H6 2.3470 3.8263 -1.4788
H7 1.7725 2.2055 -1.9114
H8 3.2821 2.8733 0.6285
H9 4.0246 2.2474 -0.8373
H10 2.5840 0.3008 -0.6097
H11 4.6893 0.5143 0.8551
H12 3.5030 -0.7523 1.1645
H13 3.3610 1.9962 2.4902
H14 4.3744 0.7103 3.1404
H15 2.1193 1.0083 4.2339
H16 2.5544 -0.6260 3.7735
H17 1.1148 -0.3598 1.8374
H18 0.0146 -0.4541 4.2907
H19 -0.8340 -0.5075 2.7407
H20 -0.0556 2.0538 4.1652
H21 -1.6503 1.3228 4.3250
H22 -2.1405 1.9808 2.1770
H23 -1.0845 3.9924 3.4333
H24 -1.5370 4.0692 1.7478
C11 1.4254 -4.5401 -3.6372
O1 0.6288 -3.8171 -4.5675
C12 0.3604 -2.5273 -4.2493
C13 -0.6504 -1.9197 -5.0383
C14 -1.0539 -0.6602 -4.7097
C15 -0.4959 0.0686 -3.6321
C16 -1.0495 1.3396 -3.2481
C17 -2.0925 2.0086 -4.1230
O2 -0.7304 1.9343 -2.2053
C18 0.6066 -0.5083 -2.8952
O3 1.2067 0.0881 -1.9574
C19 0.9846 -1.8511 -3.2403
H25 1.4300 -5.5725 -3.9770
H26 1.0029 -4.4898 -2.6309
H27 2.4513 -4.1633 -3.6114
H28 -1.1147 -2.4854 -5.8344
H29 -1.8647 -0.2177 -5.2785
H30 -1.7000 2.1909 -5.1257
H31 -2.3693 2.9521 -3.6605
H32 -2.9825 1.3807 -4.2153
H33 1.7481 -2.2989 -2.6192
C20 -0.2676 -1.1480 0.4790
C21 -0.0092 -2.3477 0.5898
C22 0.2950 -3.7389 0.7167
C23 1.3727 -4.1883 1.5718
C24 2.1067 -5.3834 1.3335
C25 3.1560 -5.7854 2.1450
C26 3.5562 -5.0304 3.2463
C27 2.8647 -3.8474 3.4979
C28 1.8108 -3.4384 2.6922
C29 -0.4495 -4.6324 -0.1604
C30 -0.5924 -6.0251 0.0663
C31 -1.3204 -6.8423 -0.7886
C32 -1.9593 -6.3274 -1.9143
C33 -1.8589 -4.9560 -2.1450
C34 -1.1336 -4.1322 -1.2976
H34 1.8604 -5.9795 0.4640
H35 3.6861 -6.7013 1.9041
H36 4.3752 -5.3493 3.8788
H37 3.1490 -3.2363 4.3478
H38 1.2698 -2.5316 2.9265
H39 -0.1439 -6.4593 0.9507
H40 -1.4026 -7.9016 -0.5633
H41 -2.5238 -6.9688 -2.5806
H42 -2.3530 -4.5196 -3.0070
H43 -1.0751 -3.0688 -1.4987
F1 -5.6839 2.5400 -0.6007
C35 -4.6146 2.7802 -1.3527
F2 -4.9386 3.5805 -2.3571
F3 -4.1958 1.6169 -1.8664
S1 -3.2026 3.4976 -0.3381
O4 -2.4198 2.3176 -0.0761
O5 -2.6282 4.5347 -1.1509
N5 -3.8182 4.0201 1.0414
S2 -4.6706 5.3685 1.0060
O6 -5.4718 5.5200 -0.1793
O7 -5.2672 5.5984 2.2873
C36 -3.4149 6.7645 0.8922
F4 -3.4618 7.3547 -0.2989
F5 -3.7115 7.6813 1.8262
F6 -2.1684 6.3432 1.1193

The gap between HOMO and LUMO comes out at 4.7 eV. As for the multiplicity: 1. Its relative energy (zero: lowest compared OMol25 entry of this formula, charge and spin) is 0.5380 eV. Its charge is -2. For the highest occupied orbital energy, the calculation gives -0.34 eV.

2.
Formula: C36H43F5N3O7S
Source: OMol25
Level of theory: the ωB97M-V functional and the def2-TZVPD basis

Geometry (Å):
C1 -0.3337 -4.6717 3.1879
C2 -0.6655 -3.5155 3.3833
C3 -0.9445 -2.1063 3.6278
C4 -0.5723 -1.2934 2.3817
C5 -1.6559 -1.3496 1.2938
C6 -1.2324 -1.0196 -0.1557
C7 0.0569 -0.1649 -0.1639
C8 0.1168 0.8164 -1.3489
C9 0.3747 2.2600 -1.0269
N1 0.0085 0.5075 -2.5734
O1 -2.1931 -0.0886 -0.6758
C10 -3.3573 -0.5341 -1.2513
S1 -4.6390 -1.1091 0.0009
O2 -3.9040 0.5588 -1.9044
C11 -4.2128 1.6963 -1.1207
C12 -5.7459 2.0973 -1.1940
C13 -6.4014 2.1349 0.1787
O3 -6.4274 1.1435 -1.9887
C14 -3.1713 -1.6477 -2.3328
C15 -3.1191 -0.9604 -3.7110
N2 -2.6835 -1.8728 -4.7718
N3 -2.0167 -2.5760 -2.1176
C16 -2.4740 -3.9960 -2.2253
F1 -3.2270 -4.1022 -3.3075
F2 -1.4659 -4.7642 -2.5313
C17 -3.3699 -4.5625 -1.0663
F3 -3.2495 -3.9515 0.0845
F4 -3.0353 -5.8219 -0.9173
F5 -4.6225 -4.5411 -1.4260
C18 -0.9936 -2.2772 -1.0501
C19 -0.3770 -3.4542 -0.2851
C20 0.8947 -3.9977 -1.0081
C21 1.2145 -5.4255 -0.5309
C22 1.0437 -6.5009 -1.5740
O4 0.9391 -7.6586 -1.2700
O5 1.0521 -6.1042 -2.8703
H1 -0.3708 -5.7118 3.0212
H2 -1.9637 -1.9417 3.9618
H3 -0.2796 -1.7900 4.4271
H4 -0.4523 -0.2595 2.6976
H5 0.4111 -1.6192 2.0498
H6 -2.4191 -0.6324 1.5809
H7 -2.1420 -2.3202 1.3893
H8 0.9427 -0.7951 -0.1468
H9 0.0624 0.4897 0.6967
H10 0.8966 2.3777 -0.0829
H11 0.9622 2.6646 -1.8436
H12 -0.5792 2.7812 -1.0349
H13 -0.1251 -0.5019 -2.6413
H14 -5.5698 -1.5535 -0.8644
H15 -3.8998 1.6749 -0.0804
H16 -3.6893 2.5327 -1.5785
H17 -5.8270 3.0942 -1.6122
H18 -7.4014 2.5457 0.0444
H19 -6.5318 1.1536 0.6277
H20 -5.8998 2.7835 0.8944
H21 -6.9489 0.5975 -1.4004
H22 -4.1196 -2.1541 -2.2880
H23 -4.1360 -0.6725 -3.9329
H24 -2.4686 -0.0957 -3.7291
H25 -3.4570 -2.1634 -5.3462
H26 -1.9618 -1.4699 -5.3466
H27 -1.5155 -2.5072 -3.0255
H28 -0.1133 -1.9574 -1.5953
H29 -1.0224 -4.3132 -0.1189
H30 0.0025 -3.1647 0.6844
H31 0.8091 -3.9288 -2.0863
H32 1.7191 -3.3702 -0.6784
H33 2.2685 -5.4522 -0.2639
H34 0.6762 -5.7155 0.3634
H35 0.5544 -6.7807 -3.3472
C23 4.8627 6.7724 5.3506
C24 3.7012 6.0160 5.2331
C25 3.5568 5.1229 4.1855
C26 4.5686 4.9891 3.2429
C27 5.7251 5.7656 3.3490
C28 5.8717 6.6482 4.4108
C29 6.8019 5.6728 2.3248
O6 7.8079 6.3421 2.4176
C30 6.6087 4.7422 1.1776
C31 7.5751 4.6808 0.1822
C32 7.4163 3.8120 -0.8835
C33 6.2940 2.9931 -0.9555
C34 5.3253 3.0540 0.0314
C35 5.4731 3.9338 1.0965
C36 4.4071 4.0125 2.1325
O7 3.4243 3.2984 2.0699
H36 4.9771 7.4636 6.1750
H37 2.9092 6.1237 5.9625
H38 2.6566 4.5307 4.0965
H39 6.7728 7.2393 4.4982
H40 8.4487 5.3153 0.2407
H41 8.1682 3.7693 -1.6604
H42 6.1754 2.3097 -1.7863
H43 4.4505 2.4210 -0.0258

The gap between HOMO and LUMO comes out at 8.8 eV. As for the multiplicity: 1. Its charge is +1. For the highest occupied orbital energy, the calculation gives -11.25 eV.

3.
Formula: C36H43N6O12PSSiTa
Source: OMol25
Level of theory: the ωB97M-V functional and the def2-TZVPD basis

Geometry (Å):
Ta1 0.5818 -0.1220 -0.5042
O1 3.5179 -2.0574 2.0267
C1 4.3505 -2.4668 1.0847
C2 5.6600 -2.7924 1.4736
C3 6.6275 -3.2498 0.5558
C4 6.3265 -3.3106 -0.7750
C5 5.0210 -3.0068 -1.1985
C6 4.0864 -2.5775 -0.2769
C7 2.8649 -2.0045 -0.7307
O2 2.4012 -0.9486 -0.0447
N1 2.2019 -2.4586 -1.7306
N2 1.4108 -1.4381 -2.1768
C8 1.4883 -1.1697 -3.4001
C9 0.9264 0.1340 -3.7162
C10 0.3669 0.3723 -4.9580
C11 -0.2373 1.6031 -5.2743
C12 -0.2854 2.5343 -4.2697
C13 0.2797 2.1785 -3.0252
N3 0.8742 1.0191 -2.7220
H1 2.7467 -1.5781 1.6883
H2 5.9477 -2.7171 2.5281
H3 7.6328 -3.4951 0.9094
H4 7.1117 -3.5437 -1.4531
H5 4.6689 -3.0347 -2.2304
H6 1.9859 -1.7397 -4.1966
H7 0.2206 -0.4334 -5.7201
H8 -0.7372 1.7222 -6.2319
H9 -0.8026 3.5061 -4.3245
H10 0.2651 2.9467 -2.2523
C14 -3.7684 -2.7679 4.5946
Si1 -2.2204 -2.9569 3.6036
C15 -1.9875 -4.4507 2.5593
C16 -0.8283 -2.4664 4.7298
C17 -2.3481 -1.4044 2.4154
C18 -3.4614 -0.5845 2.3719
C19 -3.4027 0.5749 1.6278
C20 -2.3123 0.8747 0.8724
N4 -1.2215 0.0477 0.9088
C21 -1.3256 -1.1297 1.5585
S1 0.1329 -2.0225 1.0359
H11 -3.7411 -3.6161 5.3002
H12 -4.7875 -2.7959 4.1282
H13 -3.6352 -1.8918 5.1661
H14 -2.2098 -5.4032 3.0774
H15 -0.9574 -4.4693 2.2701
H16 -2.5597 -4.3689 1.6193
H17 -0.6392 -3.3512 5.4197
H18 -1.0727 -1.5680 5.3257
H19 0.1048 -2.3104 4.2119
H20 -4.3470 -0.8003 2.9746
H21 -4.2658 1.2599 1.5548
H22 -2.2611 1.6973 0.2529
O3 -2.0759 0.9871 -2.2722
C22 -1.9235 -0.2201 -2.2015
O4 -0.8668 -0.7966 -1.7033
C23 -2.9450 -1.1847 -2.6645
C24 -2.5773 -2.3447 -3.3923
C25 -3.5695 -3.2131 -3.7872
C26 -4.8931 -3.0877 -3.3199
C27 -5.1758 -1.9619 -2.6304
C28 -4.2542 -0.9800 -2.2762
N5 -6.5745 -1.7592 -2.1013
O5 -6.8249 -0.7798 -1.4561
O6 -7.3555 -2.6667 -2.3548
N6 -3.2269 -4.3259 -4.6874
O7 -2.0521 -4.4730 -5.0200
O8 -4.1884 -4.9134 -5.1400
H23 -1.5637 -2.4616 -3.7356
H24 -5.6884 -3.7698 -3.5909
H25 -4.6171 -0.1162 -1.6988
C29 4.0289 2.7217 1.3893
C30 3.2952 3.1899 0.1136
C31 3.5628 2.0858 -0.9502
C32 3.8560 4.5336 -0.3949
O9 1.9272 3.3763 0.4764
P1 0.9205 2.2489 0.9142
O10 1.4454 0.8558 1.2052
O11 0.1079 1.8896 -0.3957
O12 0.1128 2.8054 2.0780
C33 -0.4623 4.1538 2.4020
C34 -1.2988 4.4353 1.1476
C35 -1.2783 3.9233 3.6489
C36 0.6173 5.1522 2.7493
H26 5.0455 2.4569 1.1258
H27 3.6052 1.7479 1.6517
H28 4.1219 3.4369 2.2717
H29 4.6050 2.1072 -1.2168
H30 2.8621 2.2642 -1.7703
H31 3.3814 1.0843 -0.5641
H32 4.9461 4.4265 -0.4668
H33 3.5815 5.2913 0.3526
H34 3.3356 4.7129 -1.3474
H35 -1.9635 3.5353 1.0423
H36 -0.6882 4.4729 0.2651
H37 -1.8908 5.3892 1.2417
H38 -2.1507 3.2507 3.3996
H39 -1.6931 4.8695 3.9813
H40 -0.6570 3.4832 4.4120
H41 1.1503 5.5270 1.8844
H42 1.4044 4.7265 3.4000
H43 0.1545 5.9447 3.3523

The gap between HOMO and LUMO comes out at 6.8 eV. As for the multiplicity: 1. Its relative energy (zero: lowest compared OMol25 entry of this formula, charge and spin) is 0.0000 eV. Its charge is +1. For the highest occupied orbital energy, the calculation gives -10.71 eV.

4.
Formula: C36H43O3P2Pd
Source: OMol25
Level of theory: the ωB97M-V functional and the def2-TZVPD basis

Geometry (Å):
Pd1 0.2125 0.0353 -0.4585
C1 -2.6224 2.5472 2.1369
C2 -3.4205 1.3349 1.8203
C3 -4.8954 1.3314 2.0202
O1 -2.7619 0.1578 2.1406
C4 -3.1209 1.5644 -1.0123
O2 -4.2591 1.7081 -1.1223
O3 -1.9656 1.4451 -0.9639
H1 -2.7112 2.8032 3.2031
H2 -2.9754 3.4087 1.5679
H3 -1.5655 2.3920 1.9184
H4 -5.1495 1.4328 3.0854
H5 -5.3531 0.4087 1.6520
H6 -5.3602 2.1613 1.4890
H7 -3.4187 -0.5445 2.2240
C5 0.5837 -2.0485 2.6620
C6 0.6778 -0.5258 2.8762
P1 1.4394 0.3961 1.5023
C7 3.2168 0.0653 1.5437
C8 4.0184 0.7605 0.6363
C9 5.3845 0.5399 0.5999
C10 5.9618 -0.3831 1.4644
C11 5.1716 -1.0744 2.3689
C12 3.8008 -0.8524 2.4110
C13 1.2595 2.1558 1.9198
C14 1.3718 2.6183 3.2300
C15 1.2113 3.9663 3.5072
C16 0.9538 4.8641 2.4784
C17 0.8576 4.4149 1.1698
C18 1.0062 3.0635 0.8924
C19 -0.5299 -2.5147 1.7206
P2 -0.1421 -2.2148 -0.0403
C20 1.2738 -3.2974 -0.3482
C21 1.2460 -4.6406 0.0346
C22 2.3504 -5.4472 -0.1810
C23 3.4905 -4.9202 -0.7772
C24 3.5244 -3.5890 -1.1607
C25 2.4179 -2.7762 -0.9482
C26 -1.5696 -2.8660 -0.9422
C27 -1.4754 -3.8907 -1.8773
C28 -2.6003 -4.2791 -2.5946
C29 -3.8170 -3.6472 -2.3858
C30 -3.9150 -2.6154 -1.4592
C31 -2.7947 -2.2227 -0.7471
H8 0.4174 -2.5089 3.6372
H9 1.5325 -2.4528 2.3003
H10 1.2088 -0.3137 3.8066
H11 -0.3250 -0.0984 2.9699
H12 3.5723 1.4839 -0.0366
H13 6.0002 1.0878 -0.1013
H14 7.0293 -0.5567 1.4361
H15 5.6200 -1.7863 3.0493
H16 3.2030 -1.3911 3.1334
H17 1.5850 1.9303 4.0392
H18 1.2933 4.3197 4.5266
H19 0.8326 5.9164 2.6993
H20 0.6625 5.1125 0.3662
H21 0.9201 2.7132 -0.1323
H22 -1.4754 -2.0218 1.9490
H23 -0.6855 -3.5885 1.8415
H24 0.3589 -5.0639 0.4911
H25 2.3234 -6.4878 0.1138
H26 4.3523 -5.5534 -0.9425
H27 4.4115 -3.1782 -1.6246
H28 2.4374 -1.7331 -1.2441
H29 -0.5275 -4.3832 -2.0532
H30 -2.5223 -5.0768 -3.3213
H31 -4.6889 -3.9525 -2.9485
H32 -4.8611 -2.1132 -1.3033
H33 -2.8603 -1.3948 -0.0461
C32 0.3348 1.4610 -4.0694
C33 0.9543 0.1591 -3.5304
C34 -0.0888 -0.9609 -3.5956
C35 2.1640 -0.2235 -4.3963
C36 1.4240 0.3793 -2.1263
H34 0.0502 1.3384 -5.1172
H35 1.0447 2.2874 -4.0036
H36 -0.5581 1.7291 -3.5006
H37 -0.4659 -1.0753 -4.6141
H38 -0.9449 -0.7470 -2.9471
H39 0.3436 -1.9148 -3.2840
H40 1.8539 -0.3656 -5.4341
H41 2.6166 -1.1528 -4.0444
H42 2.9243 0.5595 -4.3738
H43 2.3136 0.9814 -1.9418

The gap between HOMO and LUMO (spin up / spin down) comes out at 7.7 / 7.9 eV. As for the multiplicity: 5. Its relative energy (zero: lowest compared OMol25 entry of this formula, charge and spin) is 0.0536 eV. Its charge is +1. For the highest occupied orbital energy (spin up / spin down), the calculation gives -9.56 / -11.72 eV. As for the expectation value of S²: 6.014.

5.
Formula: C36H44ClFeGeO2
Source: OMol25
Level of theory: the ωB97M-V functional and the def2-TZVPD basis

Geometry (Å):
Fe1 -0.4574 0.4512 -0.3052
C1 -1.3175 1.2378 2.3681
C2 -1.7530 1.8874 1.2345
C3 -0.4842 2.4887 0.5751
C4 0.5764 2.0367 1.3534
C5 0.0936 1.3173 2.5044
C6 0.9245 0.8139 3.6437
C7 0.1096 0.8420 4.9434
C8 1.3437 -0.6398 3.3410
C9 2.1848 1.6738 3.8088
C10 -0.2840 3.5083 -0.5468
C11 -0.9459 4.8424 -0.1689
C12 -0.8137 2.9573 -1.8700
C13 1.2101 3.7877 -0.7546
C14 -3.2057 1.7804 0.7609
C15 -4.1137 1.4218 1.9456
C16 -3.7982 3.0238 0.0962
C17 -3.2380 0.5997 -0.2320
H1 -1.9553 0.7035 3.0517
H2 1.6065 2.3164 1.2038
H3 -0.7616 0.1871 4.8931
H4 -0.2259 1.8531 5.1795
H5 0.7319 0.4935 5.7676
H6 0.4766 -1.3007 3.3050
H7 2.0020 -0.9865 4.1392
H8 1.8954 -0.7100 2.4000
H9 1.9358 2.7284 3.9411
H10 2.8616 1.5755 2.9574
H11 2.7301 1.3470 4.6940
H12 -2.0045 4.7516 0.0484
H13 -0.8269 5.5480 -0.9931
H14 -0.4552 5.2685 0.7076
H15 -1.8789 2.7407 -1.8858
H16 -0.2690 2.0412 -2.1627
H17 -0.6143 3.6620 -2.6798
H18 1.6752 4.2124 0.1348
H19 1.3219 4.5155 -1.5586
H20 1.7651 2.8907 -1.0483
H21 -4.0035 2.1402 2.7588
H22 -3.9190 0.4215 2.3342
H23 -5.1536 1.4431 1.6193
H24 -3.8248 3.8629 0.7921
H25 -4.8289 2.8029 -0.1854
H26 -3.2810 3.3331 -0.8083
H27 -2.8793 -0.3206 0.2449
H28 -2.6659 0.8194 -1.1505
H29 -4.2570 0.4017 -0.5708
Cl1 3.4979 -5.4497 -1.3888
C18 2.5000 -4.0583 -1.4889
C19 2.6030 -3.1897 -2.5681
C20 1.7718 -2.0822 -2.6727
C21 0.8221 -1.8035 -1.7049
O1 -0.0865 -0.7779 -1.8800
C22 0.7743 -2.6323 -0.5760
C23 -0.0328 -2.3469 0.5792
O2 -0.5798 -1.2598 0.8075
C24 1.5926 -3.7671 -0.4931
H30 3.3371 -3.3817 -3.3397
H31 1.8934 -1.4341 -3.5286
H32 -0.1249 -3.1257 1.3439
H33 1.5222 -4.4061 0.3795
Ge1 -1.0090 -0.9784 -3.6426
C25 -2.2632 0.4419 -3.9287
C26 -1.8153 1.5465 -4.6590
C27 -2.7047 2.5348 -5.0541
C28 -4.0516 2.4204 -4.7297
C29 -4.5121 1.3077 -4.0337
C30 -3.6242 0.3176 -3.6435
C31 -1.6267 -2.7621 -3.3771
C32 -2.5821 -3.0606 -2.4044
C33 -3.0189 -4.3651 -2.2371
C34 -2.5010 -5.3770 -3.0392
C35 -1.5459 -5.0873 -4.0041
C36 -1.1052 -3.7813 -4.1721
H34 0.1348 -0.8136 -4.6338
H35 -0.7701 1.6363 -4.9349
H36 -2.3530 3.3803 -5.6300
H37 -4.7487 3.1875 -5.0402
H38 -5.5679 1.2003 -3.8218
H39 -4.0035 -0.5676 -3.1441
H40 -2.9967 -2.2795 -1.7755
H41 -3.7679 -4.5947 -1.4905
H42 -2.8474 -6.3941 -2.9124
H43 -1.1455 -5.8761 -4.6265
H44 -0.3582 -3.5644 -4.9275

The gap between HOMO and LUMO (spin up / spin down) comes out at 7.9 / 6.5 eV. As for the multiplicity: 6. Its relative energy (zero: lowest compared OMol25 entry of this formula, charge and spin) is 0.0000 eV. Its charge is +2. For the highest occupied orbital energy (spin up / spin down), the calculation gives -14.30 / -14.47 eV. As for the expectation value of S²: 8.766.